C21H45IrN2OP3S | ωB97M-V with the def2-TZVPD basis set

Geometry (Å):
Ir 0.22038 0.19285 -0.13930
P 1.61520 -0.70001 1.31059
P 1.47124 2.18283 -0.20765
P -0.78971 -2.06654 -0.35790
H -0.13220 2.74696 -5.69955
C -0.72431 1.87485 -5.47903
C -1.77123 2.00380 -4.48427
H -1.44329 2.77585 -3.76996
C 2.98756 -1.51615 0.40329
C 2.46684 0.32913 2.55619
C 1.09776 -2.05552 2.44870
C 0.95689 3.33156 -1.52624
C 1.31775 3.25621 1.27175
C 3.25977 1.92372 -0.51733
C -2.17096 -2.05829 -1.53228
C -1.63813 -2.82856 1.09188
C 0.29928 -3.43481 -0.94950
H -0.90021 1.19910 -6.31369
H -2.69219 2.35254 -4.96590
H 3.77708 -1.78642 1.12628
H 3.37394 -0.84589 -0.37365
H 2.60730 -2.40361 -0.11490
H 3.12354 -0.32540 3.15275
H 1.72458 0.80420 3.21109
H 3.07055 1.12242 2.10822
H 0.94977 -3.00625 1.91382
H 0.18350 -1.77751 2.99733
H 1.88093 -2.19183 3.20766
H 1.42641 4.30856 -1.35825
H -0.13120 3.44685 -1.49905
H 1.26059 2.94598 -2.50550
H 1.80959 4.21994 1.06190
H 1.77729 2.80955 2.16450
H 0.25267 3.45193 1.46969
H 3.71509 2.90845 -0.72074
H 3.37266 1.27262 -1.39912
H 3.78196 1.46104 0.33321
H -2.84794 -2.89231 -1.31164
H -1.80452 -2.16139 -2.55985
H -2.72741 -1.11803 -1.42601
H -2.55756 -3.32271 0.74736
H -1.91029 -2.06324 1.83266
H -1.01534 -3.58592 1.58313
H -0.32943 -4.14609 -1.50894
H 0.78246 -3.96156 -0.11275
H 1.07245 -3.02725 -1.61528
C -0.73328 0.54517 -3.01611
C 0.44209 0.05328 -3.61549
C 0.29256 -0.97765 -4.51745
C -1.02589 -1.33223 -4.94814
C -2.11100 -0.55563 -4.66817
C -1.98825 0.63937 -3.80328
O -0.84673 0.91881 -1.78926
H 0.54003 -0.86193 -1.44406
H 1.40521 0.46191 -3.26945
H 1.15475 -1.54488 -4.88822
H -1.13002 -2.28381 -5.49921
H -3.11215 -0.80710 -5.04648
H -2.86189 0.74530 -3.15579
S -1.55829 1.02249 1.19056
C -1.36289 0.62267 2.87820
N -2.09290 -0.37948 3.41065
C -1.92337 -0.83511 4.79486
C -1.59832 0.34295 5.67455
C -0.41819 1.11876 5.12253
N -0.55141 1.31917 3.68155
H -2.80497 -0.79386 2.81740
H -1.12070 -1.58217 4.82982
H -2.86313 -1.29392 5.10413
H -1.37133 -0.00181 6.68994
H -2.46528 1.01030 5.72682
H 0.51539 0.57068 5.32737
H -0.35939 2.10095 5.60710
H -0.09980 2.13212 3.26190

Cartesian forces, eV/Å:
-2.4 -0.7 -2.0
2.4 -1.7 2.3
1.2 2.0 0.1
-0.6 -2.2 0.0
0.3 0.0 -0.1
0.3 0.4 -1.8
-0.3 0.6 -0.3
-0.6 -0.4 0.2
-0.3 0.3 -0.2
-0.1 0.4 -0.1
-0.4 0.2 0.0
-0.4 -0.5 -0.1
-0.1 -0.2 0.3
-0.1 -0.3 0.1
0.0 0.8 -0.4
0.0 0.4 0.7
0.2 0.5 0.0
0.2 0.0 0.1
-0.2 0.1 0.1
-0.3 0.1 -0.4
0.2 -0.2 0.3
0.2 0.1 0.3
-0.2 0.3 -0.3
0.3 -0.3 -0.1
0.0 -0.3 0.2
0.1 0.4 0.3
0.2 -0.2 -0.3
-0.1 0.0 -0.4
0.0 -0.2 0.1
0.2 0.1 -0.1
-0.1 0.1 0.1
-0.1 -0.4 0.0
-0.1 0.2 -0.4
0.3 0.0 -0.2
-0.2 -0.3 0.0
0.1 0.3 0.2
-0.2 0.2 -0.4
0.3 0.1 0.0
-0.1 0.1 0.2
0.0 -0.2 -0.1
0.3 0.2 -0.1
0.2 -0.6 -0.4
-0.1 0.3 -0.2
0.1 0.2 0.2
-0.2 0.2 -0.3
-0.2 -0.3 0.0
-0.4 -0.7 0.5
0.0 1.0 1.3
-0.6 -1.8 -1.8
3.9 -2.0 -0.6
-2.9 1.6 0.3
-0.2 0.6 0.5
0.3 0.8 0.8
0.1 0.7 1.2
-0.3 -0.6 -0.2
-0.4 0.3 0.1
0.0 0.7 0.1
0.5 0.0 0.2
0.0 -0.2 0.1
0.7 -0.1 -0.9
-0.3 -0.9 2.8
0.7 1.1 -1.5
-0.2 -0.3 0.3
-0.2 0.5 0.2
0.3 -0.2 1.0
-0.4 0.1 -1.8
0.0 0.2 0.3
-0.2 0.0 0.0
0.1 -0.1 -0.1
-0.1 0.1 -0.2
0.0 -0.2 0.1
-0.1 0.3 -0.2
0.1 -0.2 -0.2
-0.2 -0.3 0.3

E_LUMO (spin up / spin down) in eV: -12.47 / -16.32
HOMO level (spin up / spin down) in eV: -17.83 / -21.56
<S²>: 8.769
Calculated total energy in eV: -69030.7953
Largest force on an atom in eV/A: 4.398
Energy above the lowest of the compared OMol25 structures with the same formula, charge and spin in kcal per mole: 13.9
Molar mass in g/mol: 658.81
Net charge: +4
Spin multiplicity: 6



C6H12P | ωB97M-V with the def2-TZVPD basis set

Geometry (Å):
C -0.87190 0.68639 2.24467
C -0.28395 0.24216 1.13892
C -0.30693 -0.68365 2.40468
C 1.69531 -0.70518 -0.47567
C -1.00765 -1.08592 -1.41287
C -0.00073 1.85867 -1.24557
P 0.04560 0.16373 -0.57001
H -1.18775 1.67357 2.71187
H 0.69667 -0.64791 2.70858
H -0.93228 -1.55500 2.49408
H 1.85802 -1.20174 -1.48128
H 1.62767 -1.43742 0.37758
H 2.48669 -0.03539 -0.27335
H -0.92178 -0.97878 -2.48693
H -2.02049 -1.08210 -1.22164
H -0.61921 -2.06883 -1.01409
H -0.94114 2.42755 -1.14023
H 0.18693 1.97020 -2.27525
H 0.49692 2.45965 -0.48349

Cartesian forces, eV/Å:
1.0 1.8 -1.3
-2.8 -0.1 1.6
0.1 1.4 -1.4
-1.4 -0.9 -1.3
2.5 -0.6 0.6
-1.3 0.2 1.9
0.3 -0.6 0.3
0.1 -1.8 -0.5
1.0 -1.0 1.5
-0.1 -0.1 0.0
0.0 0.4 1.3
-0.1 0.6 -1.1
0.8 0.8 0.2
0.5 -0.2 -0.2
-2.2 0.5 0.8
-0.3 0.9 -0.8
-0.6 -1.2 0.1
1.2 0.1 -1.1
1.3 0.0 -0.6

E_LUMO in eV: -3.63
HOMO level in eV: -13.95
Calculated total energy in eV: -15695.8840
Largest force on an atom in eV/A: 3.179
Energy above the lowest of the compared OMol25 structures with the same formula, charge and spin in kcal per mole: 62.7
Molar mass in g/mol: 115.14
Net charge: +1
Spin multiplicity: 1



C3H3Cl | ωB97M-V with the def2-TZVPD basis set

Geometry (Å):
Cl -2.81847 -0.00647 -0.03707
C -0.73450 0.14955 -0.50892
C 0.09687 -0.69156 0.41340
C 0.30550 0.62606 0.37059
H -0.68892 0.37579 -1.58670
H 0.14805 -1.56341 0.86636
H 0.62506 1.48881 0.77553

Cartesian forces, eV/Å:
2.3 0.6 -0.4
-0.1 -1.1 0.3
-1.2 6.7 -3.3
-2.4 -3.8 -0.3
-0.7 -0.8 0.6
0.6 -4.0 1.8
1.4 2.5 1.4

E_LUMO in eV: 0.48
HOMO level in eV: -9.90
Calculated total energy in eV: -15678.3778
Largest force on an atom in eV/A: 7.544
Energy above the lowest of the compared OMol25 structures with the same formula, charge and spin in kcal per mole: 33.6
SMILES: ClC1C=C1
Molar mass in g/mol: 74.51
Spin multiplicity: 1